82
Properties=species:S:1:pos:R:3:forces:R:3:lowdin_charge:R:1 method="wB97M-V/def2-TZVPD" homo_energy_ev=-11.2 charge=+1 lumo_ha=-0.14777 total_energy_ha=-2572.3911
C -2.70197 4.11755 1.70794 0.0 0.1 -0.1 -0.109
C -2.93015 3.74585 0.23872 -0.1 -0.2 0.2 -0.261
C -3.17998 2.25004 0.02433 0.5 0.3 -0.1 -0.210
C -1.95010 1.37073 0.33953 -0.4 -0.2 0.1 -0.208
C -1.41070 0.61188 -0.87443 0.1 0.1 0.1 -0.220
C -0.47749 1.44807 -1.73950 0.4 0.0 0.1 -0.201
C 0.12916 0.65328 -2.90535 -0.2 -0.1 0.4 -0.147
C 1.32692 -0.16569 -2.45376 -0.6 -0.1 0.3 -0.174
O 2.52440 0.59997 -2.68508 0.3 -0.2 -0.4 0.023
C 3.69523 0.05903 -2.31545 0.1 0.1 0.0 -0.535
O 4.66865 0.03893 -3.00600 -0.2 0.2 0.3 0.168
C 3.72686 -0.37404 -0.85804 0.0 0.0 0.1 -0.098
C 3.97336 0.66485 0.04333 0.0 -0.4 -0.1 -0.547
Cl 4.33725 2.23212 -0.54255 0.0 0.1 0.0 0.860
C 3.97298 0.43191 1.41259 -0.3 -0.1 -0.1 -0.368
P 4.37298 1.63897 2.71599 0.7 0.3 0.3 1.002
C 3.51179 0.85496 4.13105 -0.3 0.0 -0.2 -0.286
C 3.34276 3.13278 2.36052 -0.1 0.0 -0.1 -0.442
C 2.77264 3.76310 3.63406 0.0 0.1 -0.2 -0.153
N 3.72202 -0.84286 1.77500 0.0 0.2 -0.1 0.140
C 3.48974 -1.88708 0.94982 0.0 -0.1 0.2 -0.169
C 3.15335 -3.14389 1.65254 -0.1 -0.1 0.1 -0.209
C 1.90734 -3.74838 1.47199 0.2 0.0 0.2 -0.035
C 1.64299 -4.90966 2.17332 0.1 0.0 0.0 -0.030
C 2.62928 -5.42144 3.01814 -0.2 0.1 -0.1 -0.107
N 3.80992 -4.84186 3.20934 0.0 0.0 -0.1 0.093
C 4.05935 -3.72246 2.53966 -0.2 0.0 0.0 -0.097
C 3.51777 -1.70096 -0.42424 0.4 0.2 -0.1 -0.228
P 3.15114 -3.11096 -1.54986 -0.7 -0.4 -0.3 0.961
C 4.14109 -2.84653 -3.07223 0.2 0.0 0.2 -0.261
C 4.06056 -4.53471 -0.82951 0.2 0.1 0.3 -0.258
H -3.64217 4.34637 2.20868 0.0 -0.1 0.0 0.072
H -2.06496 4.99843 1.79434 0.0 0.0 0.1 0.067
H -2.22131 3.30909 2.26055 0.0 0.0 0.0 0.060
H -2.06355 4.05147 -0.35290 0.0 0.0 -0.1 0.098
H -3.79715 4.29068 -0.13711 0.1 0.1 -0.1 0.104
H -3.43262 2.10164 -1.02791 -0.3 -0.1 0.1 0.102
H -4.02757 1.93634 0.63355 -0.1 0.0 -0.1 0.110
H -2.22160 0.63428 1.09918 0.0 0.0 0.0 0.106
H -1.15903 1.98207 0.78405 0.1 0.0 0.0 0.097
H -0.88332 -0.28397 -0.52517 0.1 0.0 -0.1 0.103
H -2.24667 0.24829 -1.47903 0.0 0.0 0.0 0.112
H -0.97301 2.35525 -2.08788 -0.1 -0.1 -0.1 0.117
H 0.35063 1.78885 -1.10290 0.0 0.2 0.0 0.112
H 0.42278 1.31536 -3.71677 0.0 -0.1 -0.2 0.124
H -0.61989 -0.05788 -3.26029 0.0 0.1 -0.3 0.121
H 1.37986 -1.12812 -2.96836 0.2 0.2 -0.2 0.114
H 1.21319 -0.38806 -1.38584 0.1 0.0 0.0 0.112
H 4.02526 -0.04753 4.46080 0.1 0.0 0.1 0.042
H 2.45903 0.64880 3.92361 0.0 -0.1 0.0 0.063
H 3.54624 1.55938 4.95883 0.1 0.0 0.1 0.044
H 2.55243 2.91375 1.64349 -0.1 0.0 0.0 0.067
H 4.01382 3.84465 1.88225 0.0 -0.1 0.0 0.056
H 3.50609 3.79642 4.43853 0.0 0.0 0.1 0.070
H 2.48821 4.78954 3.40887 0.0 0.0 0.0 0.080
H 1.87470 3.24963 3.97175 0.1 -0.1 0.1 0.074
H 3.67283 -1.04090 2.76703 -0.1 0.0 0.0 0.129
H 1.17762 -3.31801 0.79800 0.0 0.0 0.0 0.119
H 0.69458 -5.41848 2.07080 0.0 0.0 0.0 0.116
H 2.44490 -6.33982 3.56127 0.1 0.0 0.1 0.117
H 5.03624 -3.27477 2.69765 0.0 0.0 0.0 0.128
H 3.55476 -2.37748 -3.85692 0.0 0.1 0.0 0.044
H 5.06371 -2.29738 -2.90669 0.0 0.0 -0.1 0.051
H 4.40324 -3.84939 -3.40687 -0.1 0.0 -0.1 0.043
H 4.42124 -5.13360 -1.66242 -0.1 0.0 0.0 0.044
H 3.39604 -5.14826 -0.22630 0.1 0.0 0.0 0.031
H 4.92425 -4.24677 -0.23029 0.0 0.0 0.0 0.057
C -8.71361 0.76642 -1.19682 0.0 -0.1 0.0 -0.076
C -7.30588 1.33356 -1.24430 -0.1 0.1 0.0 -0.283
O -6.28669 0.38350 -0.98110 0.1 0.0 0.1 -0.175
C -6.21793 -0.71908 -1.86631 0.0 -0.1 0.0 -0.284
C -5.97165 -0.33983 -3.31679 0.0 0.1 0.0 -0.078
H -8.90818 0.30630 -0.22746 0.0 0.0 0.0 0.083
H -9.43935 1.56422 -1.35515 0.0 0.0 0.0 0.079
H -8.87962 0.01248 -1.96719 0.0 0.0 0.0 0.067
H -7.18872 2.08953 -0.46741 0.0 0.0 0.0 0.117
H -7.12722 1.83408 -2.20285 0.0 0.0 0.0 0.108
H -7.11716 -1.33931 -1.78180 0.0 0.0 0.0 0.109
H -5.38561 -1.32068 -1.49848 0.0 0.0 0.0 0.114
H -6.78731 0.25308 -3.73100 0.0 0.0 0.0 0.068
H -5.87609 -1.23994 -3.92480 0.0 0.0 0.0 0.078
H -5.05293 0.24225 -3.40998 0.0 0.0 0.0 0.074

***

68
Properties=species:S:1:pos:R:3:forces:R:3:lowdin_charge:R:1 method="wB97M-V/def2-TZVPD" homo_energy_ev=-16.0 charge=+3 relative_energy_kcal_mol=28.5 lumo_ha=-0.40653 total_energy_ha=-4600.2239
Pt -0.09055 -0.13392 -1.10609 0.3 -0.4 -0.4 1.304
O -3.25349 4.15685 -1.81471 0.0 0.1 0.0 0.107
C -3.49677 3.88470 -0.52755 0.0 0.0 -0.1 -0.233
C -4.44129 4.59221 0.21226 0.0 0.0 0.0 0.021
C -4.68573 4.25994 1.52517 0.0 0.0 0.0 -0.005
C -3.99980 3.20877 2.14824 0.0 0.0 0.0 -0.038
C -3.07303 2.50147 1.43510 0.0 0.0 0.0 -0.004
C -2.78965 2.82835 0.09002 0.0 0.0 0.0 -0.072
C -1.79491 2.08733 -0.62711 0.1 0.2 -0.1 -0.331
O -1.56245 0.83192 -0.14132 -0.1 -0.2 0.2 -0.269
N -1.14040 2.52547 -1.66470 -0.3 -0.4 0.0 0.137
N -0.42378 1.50111 -2.19207 -0.1 0.0 0.3 -0.152
C -0.10059 1.45614 -3.43264 0.1 0.1 0.1 0.028
C 0.68181 0.31476 -3.86199 0.2 0.0 0.0 -0.226
C 1.19517 0.21610 -5.13654 -0.1 0.0 0.0 0.054
C 2.02810 -0.85429 -5.44818 0.0 -0.1 0.0 0.036
C 2.32325 -1.77269 -4.46009 0.0 0.0 0.0 0.022
C 1.76311 -1.62797 -3.19855 -0.2 -0.1 -0.1 -0.058
N 0.93849 -0.62246 -2.89740 0.2 0.2 0.1 -0.028
H -3.79482 4.90240 -2.10874 0.0 0.0 0.0 0.141
H -4.98850 5.40181 -0.25605 0.0 0.0 0.0 0.137
H -5.42270 4.82480 2.08105 0.0 0.0 0.0 0.132
H -4.19841 2.96950 3.18272 0.0 0.0 0.0 0.121
H -2.52619 1.69731 1.90332 0.0 0.0 0.0 0.094
H -0.39681 2.26652 -4.08933 0.0 0.0 0.0 0.172
H 0.95751 0.97631 -5.86901 0.0 0.0 0.0 0.147
H 2.44464 -0.95516 -6.44194 0.0 0.0 0.0 0.145
H 2.97871 -2.61129 -4.64961 0.0 0.0 0.0 0.138
H 1.97086 -2.35243 -2.42857 0.0 0.0 0.1 0.109
C 3.19001 -4.34553 0.57588 0.0 0.0 0.0 -0.006
C 1.83821 -3.91510 0.08752 0.0 0.0 0.0 -0.214
C 0.83087 -4.83931 -0.20211 0.0 0.0 0.0 0.053
C -0.38068 -4.40906 -0.70311 -0.1 0.0 0.0 -0.047
C -0.58837 -3.05142 -0.87145 0.0 0.0 0.1 -0.735
Br -2.17752 -2.44945 -1.65211 -0.1 0.2 0.0 0.919
N 0.33545 -2.13906 -0.53262 -0.3 0.1 0.0 -0.163
C 1.54041 -2.57965 -0.10000 0.1 0.0 0.0 -0.113
H 3.69054 -4.96345 -0.17066 0.0 0.0 0.0 0.106
H 3.09361 -4.95036 1.47811 0.0 0.0 0.0 0.106
H 3.83038 -3.49358 0.79862 0.0 0.0 0.0 0.088
H 1.00724 -5.89926 -0.06049 0.0 0.0 0.0 0.151
H -1.16154 -5.10505 -0.97692 0.0 0.0 0.0 0.130
H 2.28649 -1.82478 0.08675 0.0 0.0 0.0 0.121
C 2.12877 -1.26013 3.77389 0.0 0.0 0.0 -0.033
C 2.40611 -0.15493 2.80004 0.0 0.0 -0.1 -0.143
O 1.59154 -0.36836 1.53444 0.1 0.0 -0.2 -0.267
P 0.31249 0.42520 1.21037 0.2 0.3 -0.1 0.607
O 0.52871 1.92950 1.38099 -0.3 0.0 -0.2 -0.164
C 1.30821 2.91401 0.57342 0.1 0.1 0.1 -0.161
C 2.78327 2.77864 0.82511 0.0 0.0 0.0 -0.045
O -0.81982 0.04921 2.16552 0.1 -0.1 0.0 -0.180
C -1.37612 -1.28991 2.50616 0.0 -0.1 0.0 -0.163
C -2.86184 -1.26424 2.28314 0.0 0.0 0.0 -0.039
H 2.83195 -1.16009 4.60291 0.0 0.0 0.0 0.112
H 2.28233 -2.23980 3.32218 0.0 0.0 0.0 0.088
H 1.12448 -1.19633 4.18796 0.0 0.0 0.0 0.079
H 3.42598 -0.15285 2.42788 0.0 0.0 0.0 0.134
H 2.15116 0.83278 3.17913 0.0 0.0 0.0 0.123
H 0.90719 3.86417 0.91188 0.0 0.0 0.0 0.144
H 1.03334 2.76874 -0.46742 0.0 0.0 0.0 0.090
H 3.01982 2.90979 1.88016 0.0 0.0 0.0 0.098
H 3.29670 3.56679 0.27265 0.0 0.0 0.0 0.107
H 3.17349 1.81999 0.47775 0.0 0.0 0.0 0.080
H -1.11718 -1.43762 3.55043 0.0 0.0 0.0 0.128
H -0.85561 -2.03346 1.90244 0.0 0.0 0.0 0.107
H -3.26960 -2.24201 2.54310 0.0 0.0 0.0 0.106
H -3.10938 -1.04416 1.24555 0.0 0.0 0.0 0.067
H -3.33282 -0.52345 2.92728 0.0 0.0 0.0 0.097

***

42
Properties=species:S:1:pos:R:3:forces:R:3:lowdin_charge:R:1 method="wB97M-V/def2-TZVPD" homo_energy_ev=-8.5 charge=0 relative_energy_kcal_mol=6.9 smiles="O=C(NNc1nc2ccc(Cl)cc2s1)c1cc(-c2cccs2)nc2ccccc12" lumo_ha=-0.02540 total_energy_ha=-2358.8662
O -0.56556 -0.07520 2.89299 0.6 0.8 -0.5 0.070
Cl 9.18236 0.48928 0.40732 -0.5 -0.1 -0.1 0.652
N 4.01877 -1.14953 2.71284 -0.6 -0.4 -0.8 0.097
N -2.85430 1.77677 -1.16397 -0.9 -1.0 0.6 0.163
S -5.85798 1.05764 -1.55227 -0.3 -0.7 2.4 1.000
S 3.72078 -0.76934 0.13751 -0.3 -0.3 0.5 1.064
C -0.22163 -0.01588 1.71166 -0.3 -2.5 3.0 -0.435
C 3.13212 -1.19431 1.75951 -0.1 0.9 1.9 -0.579
C -7.21994 0.48475 -0.54882 0.6 -0.5 0.2 -0.385
C -6.83575 0.04615 0.70232 1.1 1.5 -1.2 -0.166
C -5.42475 0.29041 0.93065 -0.8 -0.6 -0.2 -0.120
C -4.76512 0.77020 -0.16403 -0.9 -0.3 -0.1 -0.465
C -3.32393 0.97009 -0.20193 1.0 1.7 -1.2 -0.260
C 7.54324 -0.21506 2.42969 0.0 -0.8 1.1 -0.113
C 6.37616 -0.66732 3.02923 0.0 0.4 -0.2 -0.004
C 6.52366 -0.21425 0.26226 -0.7 0.5 -0.6 -0.098
C 0.26946 3.31763 -2.20975 -0.8 -0.6 -0.1 -0.061
C 1.16599 2.82068 -1.25937 -0.4 -1.1 1.5 -0.061
C -2.46849 0.41573 0.77842 1.4 -0.2 -0.1 0.082
C 7.64426 -0.02874 1.06018 -0.5 0.0 -0.1 -0.661
C 5.26830 -0.82724 2.21514 -1.2 -0.2 0.3 -0.340
C 5.29562 -0.56646 0.84967 1.6 0.0 -0.1 -0.475
C -1.05656 2.90120 -2.19455 2.3 0.6 1.0 -0.001
C 0.71853 1.92501 -0.26919 1.0 1.4 -1.9 -0.021
C -1.08944 0.63513 0.73465 -2.3 0.5 -1.2 -0.074
C -1.53609 2.04053 -1.20978 0.1 -0.4 0.4 -0.221
C -0.62089 1.50876 -0.26825 0.7 -0.2 0.5 -0.117
N 0.76183 -0.87477 1.27628 0.8 0.5 0.1 0.077
N 1.80448 -1.43055 2.14100 -0.6 0.4 -1.9 0.052
H -8.24475 0.43444 -0.92706 0.6 0.1 -0.1 0.065
H -7.48981 -0.31855 1.46627 -0.4 -0.2 0.1 0.091
H -4.92810 0.05199 1.88054 -0.3 0.2 -0.5 0.115
H 8.40481 -0.11985 3.06057 0.4 0.3 0.0 0.099
H 6.22283 -0.83198 4.10419 0.5 0.1 -0.6 0.128
H 6.52116 0.02061 -0.79391 0.4 -0.1 -0.1 0.108
H 0.59351 4.01226 -2.97084 0.0 0.1 0.0 0.104
H 2.19591 3.13459 -1.20346 0.1 0.1 -0.2 0.100
H -2.88331 -0.22462 1.52657 0.0 -0.3 0.3 0.111
H -1.72725 3.40324 -2.79188 -1.6 0.6 -1.5 0.089
H 1.45710 1.60857 0.45362 -0.2 -0.2 0.2 0.099
H 0.88346 -0.87485 0.26590 0.7 -0.5 0.5 0.129
H 1.63475 -1.49174 3.16555 -0.2 0.4 -1.4 0.163

***

28
Properties=species:S:1:pos:R:3:forces:R:3:lowdin_charge:R:1 method="wB97M-V/def2-TZVPD" homo_energy_ev="-9.0 / -9.0" charge=0 relative_energy_kcal_mol=107.2 lumo_ha="-0.04722 / -0.04720" total_energy_ha=-1423.5666
C -0.26617 0.45613 -0.48221 -1.7 -0.3 -0.7 -0.260
C -0.93559 -0.99088 1.04001 0.4 0.4 -0.2 -0.801
C 0.24090 -2.26916 3.65084 -1.0 0.5 -1.6 -0.152
C 0.74295 -3.49929 2.95594 -0.2 -2.2 0.1 -0.261
C 0.30606 2.74874 -1.27435 0.9 0.2 1.5 -0.051
C -1.68546 1.68518 -2.26375 0.2 -0.8 0.5 -0.048
C 0.69694 0.69417 -2.67342 -4.1 -1.2 0.5 -0.011
C -0.29717 1.39064 -1.65603 0.6 0.9 -0.7 -0.494
N 0.78487 0.08108 0.12818 1.5 1.0 0.2 0.145
N 0.41695 -0.79517 1.06115 -1.7 -1.7 1.1 -0.139
N -1.38557 -0.25037 0.00801 2.8 1.0 -0.2 0.172
O 0.79303 0.43154 3.17695 0.5 -2.0 0.1 -0.323
O 2.56632 -1.28738 2.68483 -2.0 0.4 0.0 -0.317
S -1.90581 -1.76965 2.14485 1.1 -0.8 1.4 0.780
S 1.15052 -0.92669 2.78252 0.7 2.5 0.1 0.681
H 1.18448 -4.15114 3.73850 -0.8 0.1 0.1 0.081
H 0.07078 -4.20209 2.32097 0.9 1.6 1.1 0.117
H 1.64517 -3.23946 2.44986 0.4 -0.2 -1.2 0.022
H 0.03872 3.05833 -0.26274 -0.5 0.0 0.0 0.089
H 1.38768 2.68077 -1.17743 0.2 -0.2 -0.2 0.085
H 0.12983 3.61015 -1.90756 -0.4 -0.3 -0.6 0.085
H -2.23808 0.81753 -2.61341 0.0 -0.4 0.2 0.076
H -2.36880 2.32407 -1.68465 0.5 -0.2 0.0 0.099
H -1.39171 2.17151 -3.15516 -0.2 0.9 -1.1 0.069
H 1.08982 1.26037 -3.46470 0.1 1.1 -1.0 0.068
H 1.45669 0.37808 -2.03778 1.6 -1.0 0.5 0.043
H 0.02695 -0.15256 -3.05017 1.6 0.6 0.1 0.116
H -2.25428 -0.25446 -0.43925 -1.5 -0.1 -0.2 0.131